(1)
ORCA calculation (ωB97M-V with the def2-TZVPD basis set) on a cluster of 2 separate species, C4H13N3O in total at a distorted geometry.

Values from the calculation:
- HOMO energy (eV) = -18.622
- Kohn-Sham gap (eV) = 9.9
- net charge = +2
- energy relative to the best compared isomer or geometry (same formula, charge and spin) (eV) = 0.152
- M (g mol⁻¹) = 119.17
- lowest unoccupied orbital energy (eV) = -8.72

```
21
Properties=species:S:1:pos:R:3:mulliken_charge:R:1
C -0.304 1.621 -0.851 0.728
C -0.595 0.281 -0.284 0.077
C -0.854 3.991 -1.276 -0.795
C 1.050 -2.718 1.611 -0.686
N 0.867 1.579 -1.474 -0.396
N -1.054 2.624 -0.761 -0.140
N -0.029 -3.380 0.863 -0.246
O 0.143 -0.661 -0.244 -0.514
H -0.334 3.819 -2.196 0.311
H -1.743 4.588 -1.524 0.332
H -0.127 4.550 -0.560 0.339
H 1.406 -3.207 2.585 0.344
H 2.034 -2.611 1.013 0.337
H 0.822 -1.594 1.839 0.234
H 1.552 0.814 -1.410 0.249
H 1.395 2.400 -1.834 0.253
H 0.127 -4.236 0.392 0.376
H -1.897 2.435 -0.165 0.253
H -0.924 -3.564 1.407 0.383
H -1.625 0.325 0.216 0.245
H -0.177 -2.717 0.057 0.314
```

(2)
ORCA calculation (ωB97M-V with the def2-TZVPD basis set) on the molecule C4H13N3P2 at a distorted geometry.

Values from the calculation:
- HOMO energy (alpha / beta) (eV) = -6.831 / -6.835
- Kohn-Sham gap (alpha / beta) (eV) = 5.8 / 5.8
- energy relative to the best compared isomer or geometry (same formula, charge and spin) (eV) = 5.130
- M (g mol⁻¹) = 165.12
- lowest unoccupied orbital energy (alpha / beta) (eV) = -1.07 / -1.07

```
22
Properties=species:S:1:pos:R:3:mulliken_charge:R:1
C -2.745 -0.508 0.142 -0.276
C -2.112 0.326 -1.029 -0.958
C 3.040 0.109 -0.406 -0.942
C 1.653 -0.827 1.225 -0.942
N -2.073 -1.668 0.389 -0.642
N -0.818 0.822 -0.702 0.244
N 1.736 0.090 0.152 0.132
P 0.517 -0.151 -1.126 -0.037
P -0.782 2.074 0.620 -0.065
H -2.719 0.034 1.149 0.327
H -3.799 -0.553 -0.184 0.312
H -1.984 -0.267 -1.930 0.417
H -2.834 1.031 -1.168 0.344
H 3.649 0.538 0.525 0.252
H 3.386 -1.004 -0.663 0.272
H 3.242 0.610 -1.355 0.367
H 0.580 -1.144 1.579 0.313
H 2.214 -1.748 0.831 0.283
H 2.240 -0.517 2.150 0.288
H -2.167 -2.292 -0.346 0.146
H -0.920 3.031 -0.386 0.057
H 0.696 2.015 0.532 0.108
```

(3)
ORCA calculation (ωB97M-V with the def2-TZVPD basis set) on a cluster of 2 separate species, C4H13N4O in total at a distorted geometry.

Values from the calculation:
- HOMO energy (eV) = -13.025
- Kohn-Sham gap (eV) = 9.7
- net charge = +1
- energy relative to the best compared isomer or geometry (same formula, charge and spin) (eV) = 1.537
- M (g mol⁻¹) = 133.18
- lowest unoccupied orbital energy (eV) = -3.28

```
22
Properties=species:S:1:pos:R:3:mulliken_charge:R:1
C 0.815 3.296 2.059 -0.957
C 0.068 2.454 1.079 0.621
O -0.099 1.263 1.312 -0.605
N -0.340 3.024 -0.074 -0.333
H 0.630 2.910 3.059 0.278
H 0.743 4.375 1.943 0.341
H -0.724 2.534 -0.860 0.173
H -0.397 4.039 -0.094 0.210
H 1.889 3.138 1.882 0.265
C -0.037 -2.768 -2.388 -0.889
C -0.248 -1.655 -0.229 0.629
N -1.278 -1.550 0.603 -0.299
N -0.444 -1.588 -1.566 -0.235
N 0.786 -2.390 0.248 -0.396
H -2.235 -1.326 0.362 0.242
H -1.096 -1.389 1.583 0.197
H -0.632 -0.706 -2.015 0.295
H 1.641 -2.369 -0.292 0.237
H 0.943 -2.256 1.239 0.247
H -0.375 -2.551 -3.402 0.354
H -0.649 -3.586 -2.024 0.321
H 1.040 -2.900 -2.426 0.304
```

(4)
ORCA calculation (ωB97M-V with the def2-TZVPD basis set) on a cluster of 2 separate species, C4H13N4O in total at a distorted geometry.

Values from the calculation:
- HOMO energy (eV) = -13.152
- Kohn-Sham gap (eV) = 10.4
- net charge = +1
- energy relative to the best compared isomer or geometry (same formula, charge and spin) (eV) = 2.344
- M (g mol⁻¹) = 133.18
- lowest unoccupied orbital energy (eV) = -2.79

```
22
Properties=species:S:1:pos:R:3:mulliken_charge:R:1
C -2.296 -2.955 0.840 -0.870
C -0.984 -2.547 0.087 0.568
O -0.551 -1.409 0.104 -0.605
N -0.246 -3.534 -0.410 -0.395
H 0.590 -3.067 -0.815 0.214
H -0.487 -4.515 -0.609 0.221
H -2.231 -2.458 1.774 0.275
H -2.417 -4.041 0.800 0.322
H -3.172 -2.347 0.309 0.243
C -0.854 1.945 -0.223 -0.824
C 1.519 2.094 -0.199 0.709
N 1.906 0.900 0.133 -0.297
N 0.399 2.470 -0.756 -0.160
N 2.500 3.104 -0.031 -0.450
H 1.406 -0.034 -0.077 0.198
H 2.851 0.641 0.320 0.259
H 0.298 3.389 -0.997 0.237
H 2.191 4.068 -0.035 0.208
H 3.478 2.959 0.334 0.229
H -1.375 2.661 0.582 0.273
H -1.023 0.933 0.026 0.326
H -1.503 1.743 -1.155 0.319
```

(5)
ORCA calculation (ωB97M-V with the def2-TZVPD basis set) on the ion C4H13N4O2 with charge +1 at a distorted geometry.

Values from the calculation:
- HOMO energy (eV) = -13.561
- Kohn-Sham gap (eV) = 10.4
- net charge = +1
- energy relative to the best compared isomer or geometry (same formula, charge and spin) (eV) = 1.674
- SMILES string = CCN([C@@H](C)[NH3+])/[N+]([O-])=N/O
- M (g mol⁻¹) = 149.17
- lowest unoccupied orbital energy (eV) = -3.15

```
23
Properties=species:S:1:pos:R:3:mulliken_charge:R:1
C 1.426 -2.073 -0.694 -1.092
C 0.965 -1.121 0.456 -0.299
N -0.139 -0.271 -0.079 -0.120
C -1.181 0.088 0.875 -0.327
C -0.742 1.078 1.910 -1.246
N -2.279 0.616 0.032 -0.232
N 0.332 0.705 -0.951 1.327
O -0.514 1.522 -1.483 -0.837
N 1.528 0.585 -1.242 -0.565
O 1.922 1.334 -2.280 -0.421
H 2.185 -1.562 -1.393 0.227
H 1.742 -2.966 -0.322 0.448
H 0.529 -2.308 -1.405 0.282
H 0.446 -1.683 1.312 0.395
H 1.819 -0.397 0.701 0.359
H -1.456 -0.814 1.384 0.463
H -1.484 1.678 2.474 0.374
H -0.051 0.598 2.545 0.346
H -0.224 1.806 1.329 0.414
H -2.812 -0.099 -0.449 0.352
H -2.888 1.181 0.683 0.376
H -1.855 1.231 -0.759 0.371
H 2.732 0.874 -2.646 0.407
```

(6)
ORCA calculation (ωB97M-V with the def2-TZVPD basis set) on a structure of composition C4H13N4O3Pd.

Values from the calculation:
- HOMO energy (alpha / beta) (eV) = -23.773 / -24.530
- Kohn-Sham gap (alpha / beta) (eV) = 12.0 / 8.3
- net charge = +3
- 2S+1 = 5
- M (g mol⁻¹) = 271.59
- lowest unoccupied orbital energy (alpha / beta) (eV) = -11.74 / -16.21

```
25
Properties=species:S:1:pos:R:3:mulliken_charge:R:1
Pd 0.000 -0.328 -1.662 0.721
N 2.032 -0.462 -0.891 -0.475
C 2.342 -0.687 0.562 -0.806
C 1.348 0.029 1.472 -0.308
N 0.044 -0.564 1.306 0.036
C -1.252 0.031 1.516 -0.263
C -2.272 -0.729 0.675 -0.804
N -1.992 -0.568 -0.794 -0.491
H 2.509 -1.182 -1.444 0.364
H 2.433 0.437 -1.173 0.343
H 3.353 -0.315 0.751 0.381
H 2.344 -1.763 0.746 0.464
H 1.291 1.107 1.307 0.375
H 1.629 -0.131 2.531 0.416
H 0.042 -1.590 1.302 0.366
H -1.209 1.102 1.300 0.358
H -1.473 -0.078 2.596 0.401
H -3.283 -0.362 0.870 0.380
H -2.257 -1.796 0.906 0.453
H -2.464 0.280 -1.121 0.333
H -2.428 -1.348 -1.298 0.362
O -0.356 1.266 -3.138 -0.379
N -0.179 2.327 -2.379 1.433
O -0.287 3.416 -2.743 -0.271
O 0.086 1.906 -1.196 -0.391
```

(7)
ORCA calculation (ωB97M-V with the def2-TZVPD basis set) on the ion C4H13N5 with charge +2 at a distorted geometry.

Values from the calculation:
- HOMO energy (eV) = -15.343
- Kohn-Sham gap (eV) = 8.3
- net charge = +2
- energy relative to the best compared isomer or geometry (same formula, charge and spin) (eV) = 1.392
- SMILES string = N/C(=C/NC[NH3+])NC=[NH2+]
- M (g mol⁻¹) = 131.18
- lowest unoccupied orbital energy (eV) = -7.07

```
22
Properties=species:S:1:pos:R:3:mulliken_charge:R:1
N 2.062 -2.344 -0.137 -0.552
C 1.482 -1.182 0.069 0.671
C 0.109 -1.061 -0.123 -0.592
N -0.913 0.359 0.158 -0.376
C -2.198 0.015 0.635 -0.423
N -3.235 0.296 -0.475 -0.427
N 2.318 -0.089 0.235 -0.250
C 2.112 1.127 -0.216 0.192
N 2.913 2.172 0.001 -0.336
H 1.647 -3.284 -0.451 0.283
H 3.010 -2.377 -0.558 0.233
H -0.443 -1.973 0.094 0.241
H -0.378 0.936 0.816 0.283
H -2.249 -1.084 0.736 0.274
H -2.458 0.519 1.597 0.378
H -3.494 -0.658 -0.977 0.407
H -2.894 1.071 -1.051 0.331
H -4.212 0.475 0.006 0.404
H 3.201 -0.281 0.669 0.286
H 1.154 1.466 -0.655 0.425
H 3.892 1.933 0.465 0.286
H 2.760 3.061 -0.403 0.262
```

(8)
ORCA calculation (ωB97M-V with the def2-TZVPD basis set) on a cluster of 2 separate species, C4H13N5 in total at a distorted geometry.

Values from the calculation:
- HOMO energy (eV) = -16.669
- Kohn-Sham gap (eV) = 9.0
- net charge = +2
- energy relative to the best compared isomer or geometry (same formula, charge and spin) (eV) = 3.323
- M (g mol⁻¹) = 131.18
- lowest unoccupied orbital energy (eV) = -7.71

```
22
Properties=species:S:1:pos:R:3:mulliken_charge:R:1
C 0.743 0.058 -1.371 -1.104
C 0.284 0.994 -0.240 0.576
C 1.007 0.543 0.974 -0.542
C -1.185 0.977 -0.274 -0.253
N 1.997 -0.453 -0.784 -0.356
N 2.013 -0.154 0.531 0.167
N -1.898 1.233 -1.307 -0.280
N -0.551 -0.906 1.811 -0.428
N -1.022 -1.251 0.506 -0.481
H -0.009 -0.774 -1.323 0.389
H 0.953 0.400 -2.321 0.454
H 0.695 2.090 -0.457 0.645
H 1.048 0.958 2.038 0.421
H -1.703 0.960 0.679 0.427
H 2.674 -1.182 -1.157 0.292
H 2.851 -0.295 1.094 0.315
H -1.435 1.283 -2.285 0.307
H -2.991 1.195 -1.312 0.351
H 0.138 -1.505 2.136 0.265
H -1.258 -0.524 2.436 0.274
H -1.941 -1.735 0.568 0.264
H -0.410 -1.913 0.057 0.296
```

(9)
ORCA calculation (ωB97M-V with the def2-TZVPD basis set) on a cluster of 2 separate species, C4H13NO in total at a distorted geometry.

Values from the calculation:
- HOMO energy (eV) = -7.950
- Kohn-Sham gap (eV) = 8.8
- energy relative to the best compared isomer or geometry (same formula, charge and spin) (eV) = 1.249
- SMILES string = CCNCC.O
- M (g mol⁻¹) = 91.15
- lowest unoccupied orbital energy (eV) = 0.82

```
19
Properties=species:S:1:pos:R:3:mulliken_charge:R:1
C 1.677 -1.201 0.996 -1.081
C 1.167 -0.303 -0.154 -0.457
N -0.124 -0.739 -0.607 -0.228
C -1.344 -0.037 -0.966 -0.273
C -1.848 -0.696 -2.259 -1.283
H 2.768 -1.218 1.092 0.344
H 1.358 -0.770 1.947 0.244
H 1.295 -2.216 0.933 0.328
H 1.865 -0.375 -1.012 0.269
H 1.311 0.742 0.116 0.393
H -0.041 -1.615 -1.088 0.218
H -2.115 -0.020 -0.194 0.261
H -1.140 0.996 -1.270 0.249
H -2.056 -1.742 -2.031 0.330
H -1.109 -0.576 -3.050 0.323
H -2.793 -0.352 -2.691 0.362
O 0.126 3.109 3.162 -0.618
H -0.030 3.559 3.995 0.303
H 1.033 3.455 3.079 0.315
```

(10)
ORCA calculation (ωB97M-V with the def2-TZVPD basis set) on a cluster of 2 separate species, C4H13NO in total at a distorted geometry.

Values from the calculation:
- HOMO energy (eV) = -9.525
- Kohn-Sham gap (eV) = 10.6
- energy relative to the best compared isomer or geometry (same formula, charge and spin) (eV) = 1.439
- SMILES string = CCOCC.N
- M (g mol⁻¹) = 91.15
- lowest unoccupied orbital energy (eV) = 1.06

```
19
Properties=species:S:1:pos:R:3:mulliken_charge:R:1
C 2.208 -0.939 0.538 -0.974
C 2.484 0.554 0.849 -0.327
O 1.333 1.369 0.877 -0.422
C 0.373 1.190 -0.178 -0.337
C 1.020 1.125 -1.550 -0.960
H 1.184 -1.240 0.828 0.289
H 2.303 -1.161 -0.519 0.250
H 2.684 -1.633 1.234 0.356
H 3.219 0.914 0.130 0.270
H 2.819 0.567 1.882 0.366
H -0.196 2.121 -0.229 0.275
H -0.325 0.460 0.228 0.313
H 0.214 0.949 -2.276 0.330
H 1.792 0.377 -1.674 0.302
H 1.319 2.132 -1.836 0.270
N -6.188 -2.562 -0.386 -0.651
H -5.494 -3.114 0.099 0.215
H -6.502 -1.797 0.202 0.218
H -6.913 -3.269 -0.499 0.218
```

(11)
ORCA calculation (ωB97M-V with the def2-TZVPD basis set) on a cluster of 3 separate species, C4H13NO in total at a distorted geometry.

Values from the calculation:
- HOMO energy (eV) = -8.235
- Kohn-Sham gap (eV) = 7.3
- energy relative to the best compared isomer or geometry (same formula, charge and spin) (eV) = 6.177
- M (g mol⁻¹) = 91.15
- lowest unoccupied orbital energy (eV) = -0.92

```
19
Properties=species:S:1:pos:R:3:mulliken_charge:R:1
C -0.780 -0.337 1.319 -0.210
N -0.528 -1.281 0.201 -0.468
C -0.092 -0.642 -0.992 0.039
C 1.410 -0.550 -1.249 -1.336
C 0.517 0.258 1.849 -1.083
H -1.323 -0.889 2.080 0.443
H -1.419 0.463 0.886 0.234
H -1.474 -1.623 0.128 0.285
H -1.424 0.813 -0.942 0.302
H -0.615 -1.123 -1.816 0.573
H 1.866 -1.412 -0.773 0.358
H 1.883 0.341 -0.850 0.303
H 1.484 -0.497 -2.327 0.368
H 0.618 0.458 2.912 0.366
H 1.293 -0.440 1.542 0.266
H 0.754 1.218 1.381 0.232
H -0.476 0.603 -1.005 -0.101
H -1.310 2.350 -1.327 0.241
O -0.384 2.289 -1.015 -0.811
```

(12)
ORCA calculation (ωB97M-V with the def2-TZVPD basis set) on a cluster of 2 separate species, C4H13NO in total at a distorted geometry.

Values from the calculation:
- HOMO energy (eV) = -9.254
- Kohn-Sham gap (eV) = 10.1
- energy relative to the best compared isomer or geometry (same formula, charge and spin) (eV) = 0.581
- SMILES string = CCCCN.O
- M (g mol⁻¹) = 91.15
- lowest unoccupied orbital energy (eV) = 0.80

```
19
Properties=species:S:1:pos:R:3:mulliken_charge:R:1
C -1.291 0.310 0.274 -1.069
C -0.356 1.171 1.151 -0.499
C 1.097 0.717 1.178 -0.609
C 1.724 0.515 -0.220 -0.566
N 1.345 1.585 -1.147 -0.506
H -2.320 0.322 0.649 0.383
H -1.281 0.645 -0.755 0.318
H -1.092 -0.764 0.376 0.173
H -0.820 1.288 2.134 0.429
H -0.469 2.187 0.763 0.280
H 1.130 -0.229 1.717 0.294
H 1.592 1.509 1.751 0.297
H 2.804 0.442 -0.094 0.349
H 1.433 -0.481 -0.561 0.350
H 1.667 2.493 -0.861 0.185
H 1.659 1.314 -2.069 0.196
O -2.224 -3.609 -0.915 -0.639
H -1.716 -2.836 -1.164 0.318
H -1.573 -4.281 -0.713 0.317
```